Model P:
Entry from the Open Molecules 2025 dataset: an isolated molecule of C5H7N3O2 (ωB97M-V with the def2-TZVPD basis set).

Each atom is followed by the atoms it is bonded to, with distances in Å.
Element x y z (Å)
1 H -2.847 -0.627 1.620  N2 1.016
2 N -3.026 0.028 0.864  H1 1.016, C3 1.297
3 C -2.371 -0.287 -0.210  N2 1.297, O4 1.323, C5 1.501
4 O -2.531 0.687 -1.092  C3 1.323, H12 1.139
5 C -1.118 -1.106 -0.314  C3 1.501, C6 1.501, H13 1.101, H14 1.099
6 C 0.157 -0.346 -0.088  C5 1.501, C7 1.367, N11 1.386
7 C 0.361 0.952 0.289  C6 1.367, N8 1.386, H15 1.085
8 N 1.738 1.115 0.323  C7 1.386, C9 1.347, H16 1.011
9 C 2.277 -0.082 0.018  N8 1.347, O10 1.332, N11 1.308
10 O 3.600 -0.231 -0.009  C9 1.332, H17 0.965
11 N 1.373 -1.002 -0.196  C6 1.386, C9 1.308
12 H -3.067 1.355 -0.342  O4 1.139
13 H -1.097 -1.546 -1.323  C5 1.101
14 H -1.179 -1.928 0.413  C5 1.099
15 H -0.320 1.770 0.499  C7 1.085
16 H 2.245 1.975 0.481  N8 1.011
17 H 3.814 -1.149 -0.213  O10 0.965

* lowest unoccupied orbital energy: 0.7 eV
* frontier orbital gap: 9.04 eV
* HOMO level: -0.3083 Eh

Model Q:
Entry from the Open Molecules 2025 dataset: a cluster of 2 separate species, C5H7N3O2 in total (ωB97M-V with the def2-TZVPD basis set).

Each atom is followed by the atoms it is bonded to, with distances in Å.
Element x y z (Å)
1 C 0.691 -0.787 -1.928  N2 1.449, H10 1.097, H11 1.096, H12 1.094
2 N 0.864 -0.445 -0.531  C1 1.449, N3 1.361, C8 1.345
3 N 0.452 -1.318 0.429  N2 1.361, C4 1.324
4 C 0.753 -0.709 1.565  N3 1.324, C5 1.433, H13 1.087
5 C 0.613 0.700 1.340  C4 1.433, C6 1.431, C8 1.414
6 C -0.409 1.528 1.903  C5 1.431, N7 1.176
7 N -1.338 2.250 1.877  C6 1.176
8 C 1.035 0.781 -0.007  N2 1.345, C5 1.414, O9 1.322
9 O 1.101 1.831 -0.808  C8 1.322, H14 0.969
10 H 1.222 -1.722 -2.145  C1 1.097
11 H -0.373 -0.894 -2.169  C1 1.096
12 H 1.116 0.022 -2.530  C1 1.094
13 H 0.668 -1.238 2.510  C4 1.087
14 H 0.555 2.557 -0.473  O9 0.969
15 O -2.551 -1.070 0.490  H16 0.976, H17 1.027
16 H -1.635 -1.364 0.321  O15 0.976
17 H -2.765 -0.122 0.157  O15 1.027

* lowest unoccupied orbital energy: 0.3 eV
* frontier orbital gap: 9.39 eV
* HOMO level: -0.3338 Eh

Model R:
Entry from the Open Molecules 2025 dataset: an isolated molecule of C5H7N3O2 (ωB97M-V with the def2-TZVPD basis set).

Each atom is followed by the atoms it is bonded to, with distances in Å.
Element x y z (Å)
1 C -0.455 2.048 0.186  C2 1.308, H11 1.148, H12 1.061
2 C -0.114 0.792 0.058  C1 1.308, C3 1.326
3 C 0.200 -0.494 0.139  C2 1.326, C4 1.504, N5 1.425
4 C 1.651 -0.802 0.389  C3 1.504, H13 1.060, H14 1.117, H15 1.043
5 N -0.553 -1.701 0.054  C3 1.425, N6 1.296, H16 0.967
6 N -1.813 -2.000 -0.009  N5 1.296, C7 1.241
7 C -2.788 -1.257 0.186  N6 1.241, N8 1.301
8 N -3.325 -0.074 0.252  C7 1.301, O9 1.233, O10 1.550
9 O -3.970 0.426 1.177  N8 1.233
10 O -3.654 0.421 -1.180  N8 1.550, H17 0.961
11 H -0.824 2.585 1.132  C1 1.148
12 H -0.099 2.729 -0.545  C1 1.061
13 H 2.152 0.106 0.609  C4 1.060
14 H 1.610 -1.566 1.203  C4 1.117
15 H 2.160 -1.072 -0.481  C4 1.043
16 H 0.099 -2.382 -0.162  N5 0.967
17 H -4.538 0.789 -1.096  O10 0.961

* lowest unoccupied orbital energy: 0.3 eV
* frontier orbital gap: 8.94 eV
* HOMO level: -0.3164 Eh

Which one is most stable, and which one is least stable? model P is the most stable of them, while model R is the least stable.